# 1
98
Properties=species:S:1:pos:R:3:forces:R:3 method="wB97M-V/def2-TZVPD" relative_energy_ev=3.581 spin_multiplicity=4 homo_lumo_gap_ev="6.13 / 5.21" total_energy_ev=-132028.134 s_squared=3.8073 total_charge=+2
Tc -0.54989 -0.56498 -0.44947 0.26 -0.38 -0.33
As 2.16425 -0.76090 -2.48351 -0.79 0.59 0.64
O 0.32373 -2.38244 -0.54616 -0.36 -0.36 0.17
O -1.37425 1.15822 -0.79567 0.25 -0.07 0.08
O -2.03576 2.61676 -2.35953 0.02 -0.09 0.03
N 0.76219 -0.07368 8.54351 0.00 0.01 0.00
N 0.96961 2.24402 0.33712 -0.17 0.02 -0.04
N -1.33321 -0.81330 -2.39738 0.03 0.06 0.03
N 0.41253 -0.33864 1.47232 0.41 -0.04 -0.09
N -1.05920 4.08291 0.91402 -0.01 -0.05 0.02
N 1.04554 -3.07505 0.29449 0.07 0.12 0.00
N 2.81561 -4.55524 1.75518 0.04 -0.06 0.04
C -3.08452 -1.79000 0.92906 -0.14 -0.06 0.07
C 5.50379 1.15611 0.21562 0.01 0.01 0.02
C -1.79940 0.31891 -2.94102 0.02 0.08 -0.14
C 4.98700 1.88805 -0.84226 -0.01 0.04 0.05
C -0.19417 4.27492 -0.06922 0.01 0.09 -0.06
C 0.82034 3.36313 -0.35612 0.05 -0.04 0.01
C 3.58982 0.03237 -1.45619 0.10 0.02 -0.06
C 2.30950 -3.43052 2.21102 -0.03 0.06 -0.01
C 0.29961 0.83239 2.13308 -0.06 0.02 0.01
C 0.88545 -1.38820 3.56336 -0.11 -0.01 -0.03
C -5.50847 -2.04260 0.95886 -0.05 0.05 0.01
C 5.06100 -0.14065 0.44560 0.00 0.03 0.03
C 4.72168 -3.90246 -3.62467 0.03 -0.02 0.00
C 1.34420 -1.15361 6.49059 0.02 0.07 -0.04
C -1.28420 -1.92530 -3.13596 -0.16 -0.15 -0.03
C -2.08514 -1.31292 0.39941 0.12 0.23 -0.06
C 2.54669 -4.36695 -4.53855 0.01 -0.02 0.00
C 3.87214 -4.73255 -4.34048 0.00 -0.03 -0.01
C -4.25818 -2.31448 1.52899 0.10 0.04 -0.04
C 1.34608 -1.05951 7.87380 0.05 -0.09 0.02
C 0.65524 -0.20806 4.27477 0.01 0.00 -0.04
C -0.90668 2.97198 1.62282 0.08 0.03 0.07
C 0.10083 2.06446 1.33511 0.11 -0.07 -0.01
C 0.77350 2.52393 -4.61279 -0.02 0.04 -0.01
C 1.52862 -4.23485 -0.19839 0.08 0.03 0.05
C -5.32282 -3.58646 3.27212 0.03 0.03 0.00
C 0.70182 -0.16437 5.74997 -0.03 -0.02 0.06
C 2.07198 -3.17978 -4.00314 0.05 0.02 0.01
C 0.83164 -1.41715 2.18182 -0.10 -0.01 0.05
C 4.09790 -0.69586 -0.38074 -0.02 0.05 -0.03
C 2.17176 0.19754 -5.25010 0.04 0.09 0.04
C -2.22840 0.39382 -4.24966 0.00 0.01 0.08
C 1.83525 1.10715 -6.24388 -0.03 -0.02 -0.04
C 4.25235 -2.70960 -3.09023 -0.02 0.07 -0.12
C 0.15110 0.86898 7.83635 -0.06 0.08 0.03
C 2.39820 -4.97542 0.56513 -0.02 -0.01 -0.07
C 1.10055 1.61401 -3.62018 0.07 0.01 -0.04
C -2.17398 -0.75434 -5.02282 -0.01 -0.01 0.02
C 4.02502 1.33318 -1.67588 0.10 -0.11 -0.06
C 1.35475 -2.65063 1.53826 0.04 -0.07 -0.06
C 0.43301 0.92598 3.50868 -0.08 0.04 -0.07
C -4.17140 -3.09030 2.69197 -0.01 -0.07 0.01
C 1.81308 0.45860 -3.93206 0.13 -0.11 -0.11
C -6.56107 -3.31624 2.70048 0.01 -0.01 -0.01
C 2.92442 -2.34175 -3.28311 0.01 -0.10 0.09
C -1.76275 1.50332 -2.01908 -0.21 0.12 -0.18
C 1.13866 2.26556 -5.92750 0.00 0.01 -0.02
C 0.09142 0.87205 6.45112 -0.01 -0.06 -0.03
C -1.69884 -1.92935 -4.45420 0.01 -0.01 0.08
C -6.65282 -2.54636 1.54697 0.02 0.01 -0.01
H -2.58525 1.34181 -4.62680 0.01 0.01 0.00
H -0.92380 -2.81637 -2.64064 0.05 0.02 -0.03
H 6.25605 1.59219 0.85846 0.02 0.00 0.00
H 2.79027 -5.90982 0.18700 0.01 -0.01 0.00
H -7.45968 -3.70777 3.15721 -0.01 0.00 0.01
H 1.52071 3.54620 -1.16247 0.02 0.01 0.01
H -5.25989 -4.18145 4.17243 0.00 -0.01 0.00
H 5.47455 -0.71872 1.26193 0.01 0.00 0.01
H -3.20324 -3.29094 3.13079 0.01 -0.01 0.00
H -7.61913 -2.33558 1.11102 -0.01 -0.01 -0.01
H 2.12767 0.91478 -7.26753 -0.01 0.00 -0.01
H 0.81671 1.81706 -2.59181 0.01 -0.03 0.01
H 3.64016 1.90824 -2.50940 0.00 -0.02 -0.01
H -5.56841 -1.43645 0.06548 0.00 0.01 -0.01
H -0.45249 1.66029 5.95003 -0.01 0.01 -0.01
H 5.76017 -4.17478 -3.49241 0.01 -0.02 0.01
H -2.50371 -0.73897 -6.05253 0.01 0.00 -0.01
H 1.88914 -5.00253 -5.11691 0.00 -0.01 0.00
H -0.30303 5.18060 -0.65254 0.00 0.00 -0.01
H -1.61554 2.79084 2.42264 -0.01 0.00 0.03
H -1.65528 -2.84710 -5.02340 0.00 0.00 0.01
H 0.88340 2.97076 -6.70678 0.00 0.01 -0.01
H 4.24473 -5.65914 -4.75522 0.01 -0.01 -0.02
H 1.87134 -1.97378 6.02349 0.00 -0.01 -0.01
H 0.23059 3.42664 -4.36289 -0.02 0.00 0.00
H 4.93198 -2.05728 -2.55708 -0.02 -0.01 0.03
H 1.84331 -1.81585 8.46920 0.01 0.00 0.00
H 1.07570 -2.30219 4.10210 0.05 0.01 0.02
H 1.21096 -4.47932 -1.20047 0.02 0.02 -0.01
H -0.32231 1.66252 8.40166 0.00 0.01 0.00
H 3.76310 -1.71496 -0.20169 0.00 -0.01 -0.02
H 5.33946 2.89410 -1.02681 0.00 0.01 0.01
H 2.72552 -0.69857 -5.50186 0.01 0.00 0.00
H 1.04247 -2.88910 -4.17548 -0.01 0.01 0.00
H 0.36668 1.90683 3.95709 0.01 -0.01 0.01
H 2.69676 -3.07647 3.15548 0.00 -0.02 0.02


# 2
46
Properties=species:S:1:pos:R:3:forces:R:3 method="wB97M-V/def2-TZVPD" relative_energy_ev=2.094 homo_lumo_gap_ev=9.68 total_energy_ev=-40455.252 smiles="O=C(NCc1ccccn1)C1CCN(S(=O)(=O)c2ccccc2)CC1"
S -1.14317 -3.98713 -0.68574 0.23 -0.13 -0.27
O -0.22548 -4.82730 0.02778 0.02 0.32 0.22
O -1.28729 1.31139 -0.09937 -0.33 -0.04 0.24
O -2.11201 -4.58936 -1.55397 -0.18 0.34 0.05
N 0.61803 2.19038 -0.92489 0.39 0.36 -0.08
N -0.21762 -2.98325 -1.63645 -0.55 -0.80 0.51
N 1.73638 3.50091 1.89127 -0.50 -0.13 0.11
C 1.79761 3.68973 0.58206 0.05 0.09 -0.27
C -3.87815 -1.58108 1.05891 0.03 -0.02 -0.06
C -2.01096 -2.95889 0.50324 0.29 -0.46 -0.42
C -1.41292 -2.67842 1.71606 0.09 -0.07 0.16
C 0.07610 -0.09758 -1.49591 -0.37 -0.01 0.37
C 0.97306 -2.41231 -1.06341 0.44 0.20 0.54
C 4.11813 4.24947 0.69730 -0.05 -0.05 0.02
C -3.27655 -1.27353 2.26878 -0.01 0.01 0.02
C 0.72659 -1.02727 -0.46120 0.11 -0.09 -0.26
C -0.89087 -2.14662 -2.59732 -0.51 0.34 -0.30
C 2.97427 4.06596 -0.06110 -0.01 0.01 0.16
C -2.05155 -1.82814 2.60414 0.05 -0.02 -0.04
C -3.24230 -2.43075 0.16841 -0.17 -0.03 -0.06
C 4.04859 4.05218 2.06757 -0.04 0.00 -0.07
C -1.19120 -0.74890 -2.05477 0.22 -0.02 -0.08
C 0.53359 3.44375 -0.20040 -0.12 0.09 0.00
C 2.82862 3.67966 2.61157 0.37 0.06 0.14
C -0.28598 1.19735 -0.77184 0.25 -0.31 -0.53
H -0.31382 3.35512 0.48197 0.14 0.11 -0.10
H 1.45270 2.02947 -1.46641 -0.15 -0.15 0.01
H 1.67336 -0.60513 -0.11688 0.01 -0.01 0.06
H 1.72981 -2.34241 -1.85467 -0.04 -0.07 0.05
H -1.80597 -2.66831 -2.87751 0.05 0.15 -0.22
H 1.32384 -3.11533 -0.30752 0.22 0.12 -0.08
H 4.91522 4.18678 2.69539 0.06 0.01 0.08
H -3.76703 -0.60137 2.95623 -0.04 0.06 0.06
H 5.04607 4.54429 0.22864 0.06 0.02 -0.02
H -1.59216 -1.59509 3.55276 0.04 0.01 0.07
H 0.78320 0.09882 -2.30921 0.03 0.04 0.01
H -4.83719 -1.15522 0.80671 -0.08 0.03 -0.03
H -0.46516 -3.13873 1.94908 0.11 -0.01 0.10
H -1.92831 -0.79826 -1.25241 0.04 0.07 -0.09
H -1.60333 -0.13033 -2.85415 -0.07 0.01 0.00
H -0.24918 -2.06909 -3.48390 -0.05 -0.08 0.03
H 0.05733 -1.10766 0.39691 0.06 0.06 -0.01
H -3.68655 -2.70122 -0.77679 -0.12 0.02 -0.09
H 2.71509 3.51570 3.67506 0.09 0.01 0.10
H 0.35917 4.26656 -0.90393 -0.04 -0.05 0.11
H 2.98801 4.22117 -1.13010 -0.01 0.04 -0.11


# 3
47
Properties=species:S:1:pos:R:3:forces:R:3 method="wB97M-V/def2-TZVPD" relative_energy_ev=0.000 spin_multiplicity=3 homo_lumo_gap_ev="5.77 / 6.50" total_energy_ev=-89547.652 s_squared=2.0211
Ti 0.00846 -0.09480 -0.07742 -0.36 0.24 -0.25
S -2.43783 -0.43358 -0.36267 0.24 -0.10 -0.12
S 0.09222 -0.13851 -2.50623 0.15 0.05 0.20
S -0.23122 -4.56667 1.51866 0.08 0.05 0.03
N 4.21919 -1.49446 -0.27873 0.00 0.00 -0.01
N 0.01862 -2.35016 0.32234 -0.08 0.28 0.15
N -1.98250 0.94171 -5.34467 0.00 0.02 0.01
N 2.16922 -0.52701 0.24455 -0.16 -0.13 0.02
N 0.49214 0.30820 1.87722 0.01 0.03 -0.01
N -5.02594 0.63282 -2.74421 0.01 -0.01 0.00
N 1.51389 -0.38111 2.48742 0.19 -0.05 0.05
N -0.51490 2.00142 0.29663 -0.05 -0.29 -0.05
C 4.45484 -1.94203 1.03036 -0.04 0.00 0.04
C -1.82998 0.61338 -4.25210 -0.03 -0.01 -0.06
C 5.58821 -2.68425 1.33726 0.01 0.00 -0.03
C -0.58541 2.33154 1.62240 0.02 0.00 0.02
C 2.35409 -0.82216 1.62240 -0.02 -0.01 -0.04
C 0.31200 -3.32182 -0.60194 0.01 -0.02 -0.04
C 0.02411 1.39890 2.49156 -0.03 0.05 0.05
C -1.61606 4.03961 -0.26898 -0.01 0.01 -0.01
C 5.77701 -3.12081 2.63422 0.00 0.00 0.00
C -1.03406 2.84318 -0.61062 0.01 0.01 0.03
C -2.60661 0.08287 -2.01516 0.10 0.01 -0.02
C -3.94500 0.38759 -2.43756 -0.05 0.02 -0.04
C 3.08555 -0.85796 -0.60265 0.03 -0.01 0.05
C 4.83906 -2.82345 3.62051 -0.01 0.00 0.00
C -0.28010 -2.86663 1.48153 -0.01 -0.12 -0.02
C -1.68846 4.38915 1.08844 0.00 0.00 -0.01
C -1.58555 0.19876 -2.90498 -0.04 -0.02 0.11
C 0.24758 -4.58700 -0.12374 -0.08 0.00 0.00
C 3.51055 -1.62829 2.00752 0.09 0.01 -0.07
C 3.71493 -2.08454 3.30904 0.00 0.00 0.01
C -1.17882 3.53995 2.03416 -0.02 -0.01 -0.03
H -0.53981 -2.27111 2.34415 0.00 -0.01 0.00
H -1.22551 3.77386 3.08919 0.00 0.00 0.00
H 0.42352 -5.50694 -0.65413 -0.01 0.00 0.00
H 2.94280 -0.61702 -1.65129 0.00 0.00 0.00
H -2.14879 5.32251 1.38504 0.00 0.00 0.00
H -0.97014 2.52002 -1.64207 0.01 0.02 0.01
H 0.21195 1.59469 3.53996 0.05 -0.01 -0.01
H 6.65727 -3.69890 2.88069 0.00 0.00 -0.01
H 0.53595 -3.02644 -1.61617 0.01 0.00 0.00
H 6.31044 -2.91538 0.56349 0.00 0.00 0.01
H 4.88144 -1.71337 -1.00431 0.00 0.00 0.01
H -2.01559 4.68298 -1.03883 0.00 0.00 0.00
H 2.97701 -1.83816 4.05993 0.00 0.00 0.00
H 4.99373 -3.17191 4.63247 -0.01 0.00 0.00